# 1
Formula: C23H54Ca2N3O4
Source: the OMol25 dataset
Level of theory: ωB97M-V/def2-TZVPD

Properties
ΔE to the lowest compared entry with this formula, charge and spin ... 0.0 kcal per mole
Gap between HOMO and LUMO ... 6.35 eV

Geometry as ORCA input:
```
! wB97M-V def2-TZVPD RIJCOSX def2/J DEFGRID3
* xyz 3 1
Ca 1.756 -1.366 -2.749
Ca -2.448 1.331 -2.552
O -0.082 -0.423 0.609
C -0.553 -0.030 -0.533
O -1.757 0.358 -0.604
O 0.269 -0.004 -1.536
H -0.845 -0.335 1.303
C 4.591 1.169 -0.102
C 5.526 0.757 -1.257
C 4.605 -0.073 -2.170
O 3.267 0.005 -1.603
C 3.229 1.172 -0.733
H 4.898 2.100 0.365
H 4.598 0.377 0.650
H 6.371 0.188 -0.882
H 5.897 1.627 -1.792
H 4.939 -1.105 -2.282
H 4.568 0.388 -3.164
H 2.403 1.038 -0.035
H 2.974 2.073 -1.302
C -4.996 1.850 -0.070
C -4.734 3.083 -0.934
N -3.308 3.206 -1.318
C -2.489 3.561 -0.139
C -1.014 3.736 -0.432
C -3.132 4.192 -2.420
C -3.612 5.619 -2.165
H -6.041 1.553 -0.142
H -4.773 2.022 0.981
H -4.393 0.979 -0.368
H -5.356 3.067 -1.833
H -5.055 3.956 -0.359
H -2.874 4.480 0.318
H -2.595 2.792 0.626
H -0.536 2.825 -0.821
H -0.822 4.556 -1.122
H -0.519 3.973 0.508
H -3.768 3.843 -3.257
H -2.100 4.186 -2.792
H -4.595 5.655 -1.701
H -3.717 6.157 -3.110
H -2.904 6.226 -1.598
C 0.218 -3.518 -0.602
C 1.432 -4.182 -1.243
N 2.589 -3.287 -1.521
C 3.374 -3.886 -2.637
C 4.059 -5.223 -2.383
C 3.484 -3.144 -0.342
C 2.902 -2.440 0.857
H 0.399 -3.082 0.372
H -0.564 -4.279 -0.547
H -0.258 -2.738 -1.224
H 1.742 -5.027 -0.622
H 1.083 -4.618 -2.185
H 4.150 -3.190 -2.986
H 2.669 -4.024 -3.475
H 4.356 -5.655 -3.337
H 3.427 -5.917 -1.837
H 4.997 -5.083 -1.847
H 3.818 -4.149 -0.066
H 4.404 -2.641 -0.652
H 2.285 -3.097 1.462
H 3.721 -2.125 1.507
H 2.375 -1.527 0.582
C -3.456 -1.465 1.549
C -2.737 -1.316 2.884
N -1.661 -0.311 2.832
C -0.635 -0.602 3.847
C 0.008 -1.968 3.705
C -2.213 1.029 3.017
C -1.196 2.150 2.821
H -4.413 -1.979 1.644
H -2.877 -2.026 0.807
H -3.680 -0.479 1.134
H -3.493 -1.045 3.635
H -2.338 -2.269 3.216
H 0.151 0.150 3.758
H -1.047 -0.454 4.854
H -0.519 -2.736 4.271
H 0.024 -2.309 2.668
H 1.033 -1.948 4.071
H -2.723 1.123 3.986
H -2.994 1.196 2.267
H -0.426 2.180 3.591
H -1.682 3.126 2.816
H -0.666 2.016 1.870
*
```

=====

# 2
Formula: C23H54ClO9P2S3
Source: the OMol25 dataset
Level of theory: ωB97M-V/def2-TZVPD

Properties
Gap between HOMO and LUMO ... 3.74 eV

Geometry as ORCA input:
```
! wB97M-V def2-TZVPD RIJCOSX def2/J DEFGRID3
* xyz -1 1
C 0.826 3.465 -0.146
C 0.624 2.241 -1.221
O -0.643 2.313 -1.998
C -1.814 2.408 -1.119
C -3.138 1.588 -1.589
C -2.892 0.188 -2.402
C -1.671 -0.759 -1.870
C -2.013 -2.233 -1.298
P -1.846 -2.557 0.600
C -1.527 -4.380 0.012
C -1.708 -5.574 1.076
C 0.009 -2.230 0.402
C 0.831 -1.204 1.321
C 2.465 -1.107 0.954
C 3.123 -2.354 0.180
S 3.087 -2.222 -1.727
O 2.608 -0.826 -2.220
O 2.101 -3.267 -2.314
Cl 5.004 -2.510 -2.521
C -2.291 -0.749 1.085
C -2.604 -0.337 2.603
C -1.282 0.153 3.522
O -3.619 -1.044 3.393
C -3.629 -3.120 0.829
C -4.896 -2.186 0.015
C -5.751 -1.086 1.062
O -6.353 -2.514 0.503
P -1.358 -3.161 2.656
O -2.559 -3.847 3.595
O 0.122 -3.772 3.065
H 0.097 4.374 -0.326
H 1.961 3.811 -0.019
H 0.529 3.035 0.927
H 0.760 1.199 -0.656
H 1.513 2.342 -2.006
H -1.603 2.105 0.011
H -2.113 3.559 -1.076
H -3.874 1.473 -0.656
H -3.731 2.304 -2.339
H -2.671 0.554 -3.522
H -3.939 -0.337 -2.499
H -1.058 -0.960 -2.887
H -0.831 -0.176 -1.252
H -2.959 -2.760 -1.804
H -1.178 -2.950 -1.786
H -2.302 -4.605 -0.875
H -0.511 -4.563 -0.539
H -0.796 -5.835 1.766
H -1.825 -6.564 0.406
H -2.729 -5.583 1.695
H 0.592 -3.252 0.630
H 0.398 -2.010 -0.705
H 0.569 -0.043 1.208
H 0.837 -1.370 2.483
H 2.712 -0.126 0.319
H 3.074 -0.952 1.970
H 4.290 -2.355 0.435
H 2.756 -3.437 0.520
H -1.473 0.064 0.764
H -3.179 -0.285 0.426
H -3.133 0.747 2.489
H -0.731 -0.729 4.041
H -0.642 0.809 2.801
H -1.749 0.845 4.374
H -4.182 -0.414 3.945
H -3.941 -4.166 0.417
H -4.124 -3.026 1.874
H -4.736 -1.825 -1.176
H -5.987 -1.434 2.157
H -6.246 -0.141 0.533
H -2.618 -3.366 4.477
H 0.628 -4.379 2.469
C 3.416 3.263 -4.834
S 3.915 4.585 -3.704
O 2.721 4.938 -2.867
C 4.088 5.864 -4.972
H 3.216 2.363 -4.248
H 2.511 3.552 -5.374
H 4.226 3.061 -5.540
H 3.142 5.996 -5.502
H 4.876 5.581 -5.673
H 4.361 6.801 -4.481
C 4.277 4.705 1.854
S 4.631 3.033 1.262
O 3.374 2.227 1.407
C 5.729 2.577 2.627
H 3.570 5.174 1.166
H 3.836 4.665 2.853
H 5.201 5.289 1.875
H 5.200 2.664 3.579
H 6.607 3.226 2.623
H 6.047 1.541 2.483
*
```

=====

# 3
Formula: C23H55BeCaClFKMgN4O11P5S3
Source: the OMol25 dataset
Level of theory: ωB97M-V/def2-TZVPD

Properties
Gap between HOMO and LUMO ... 0.71 eV

Geometry as ORCA input:
```
! wB97M-V def2-TZVPD RIJCOSX def2/J DEFGRID3
* xyz 1 1
C -3.514 -2.288 2.074
C -3.626 -1.689 0.627
N -4.641 -0.943 0.383
C -2.622 -1.982 -0.513
C -1.137 -1.556 -0.206
C -0.301 -2.723 0.512
C -0.298 -4.107 -0.236
S -0.208 -3.990 -2.071
C -1.792 -4.491 -2.760
N -2.440 -5.617 -2.473
N -3.598 -5.526 -3.201
C -3.600 -4.392 -3.868
O -2.437 -3.655 -3.632
O -1.310 -0.592 0.864
P -1.009 1.067 0.541
C -1.928 1.341 2.210
C -1.733 2.785 2.791
C -1.707 2.787 4.400
S -2.974 3.896 5.145
P -2.928 1.566 -0.515
C -2.789 1.499 -2.359
C -3.560 3.267 -0.147
P 1.030 1.073 1.361
C 1.069 0.533 3.181
C 1.746 2.768 1.101
O -0.407 0.747 -1.043
C -0.351 -0.688 -1.331
P 1.508 -0.989 -1.575
N 2.421 0.488 -1.604
O 1.656 -1.578 -3.163
H -3.566 -3.409 1.961
H -4.386 -2.015 2.717
H -2.540 -2.022 2.544
H -5.213 -0.839 1.226
H -2.734 -3.077 -0.761
H -2.951 -1.450 -1.447
H 0.768 -2.443 0.771
H -0.807 -2.902 1.504
H 0.633 -4.647 0.085
H -1.183 -4.749 0.009
H -4.388 -3.993 -4.527
H -0.812 2.511 0.484
H -3.025 1.199 1.974
H -1.698 0.528 2.951
H -2.616 3.421 2.525
H -0.784 3.279 2.467
H -0.676 3.020 4.755
H -1.929 1.740 4.738
H -3.378 4.749 4.148
H -1.918 2.053 -2.786
H -3.708 2.006 -2.765
H -2.846 0.444 -2.745
H -2.690 3.942 0.029
H -4.236 3.172 0.748
H -4.163 3.629 -1.109
H 1.030 -0.607 3.304
H 0.306 1.001 3.843
H 2.070 0.860 3.589
H 2.802 2.671 0.740
H 1.685 3.421 2.007
H 1.213 3.327 0.285
H -0.957 -0.733 -2.280
H 3.064 0.481 -0.810
H 3.032 0.473 -2.429
H 1.669 -0.778 -3.731
C -7.808 3.991 -1.733
S -7.017 2.359 -1.777
O -5.679 2.543 -2.382
C -8.103 1.684 -3.057
H -7.271 4.622 -1.023
H -7.765 4.447 -2.721
H -8.845 3.878 -1.410
H -8.042 2.298 -3.946
H -9.132 1.654 -2.689
H -7.775 0.673 -3.295
K 2.061 -1.555 1.876
C 8.668 -1.851 -0.718
C 7.459 -2.069 0.177
O 6.337 -2.574 -0.487
C 6.454 -3.838 -1.126
C 6.813 -4.969 -0.177
H 8.413 -1.216 -1.577
H 9.461 -1.370 -0.143
H 9.061 -2.793 -1.115
H 7.154 -1.109 0.596
H 7.720 -2.710 1.024
H 7.170 -3.779 -1.956
H 5.481 -4.046 -1.572
H 7.808 -4.838 0.253
H 6.800 -5.924 -0.704
H 6.102 -5.014 0.650
Mg -8.441 3.415 -4.962
O 2.721 4.646 -0.771
P 2.228 4.507 -2.209
O 0.744 4.140 -2.221
O 3.024 3.401 -2.904
O 2.421 5.833 -2.939
Be -9.404 5.773 -2.345
Cl -4.316 4.603 -2.545
Ca 11.104 -0.453 -0.812
F 5.520 -0.908 2.935
C 7.521 -0.795 5.252
O 8.022 -0.352 4.002
H 8.016 -0.234 6.045
H 6.444 -0.617 5.299
H 7.727 -1.861 5.382
H 7.560 -0.865 3.322
*
```

=====

Molecular weight (computed, g/mol): 516.86; 668.28; 981.73
HOMO level (computed, eV): -16.02; -2.47; -7.86